Entry 1:
{"formula": "C22H35N3O2Sn", "method": "wB97M-V/def2-TZVPD", "symbols": ["Sn", "C", "C", "N", "C", "C", "N", "C", "C", "N", "H", "H", "H", "H", "H", "H", "H", "H", "H", "H", "H", "H", "H", "H", "H", "C", "C", "C", "C", "C", "C", "C", "C", "C", "C", "O", "O", "H", "H", "H", "H", "H", "H", "H", "H", "H", "H", "H", "C", "C", "C", "C", "C", "C", "H", "H", "H", "H", "H", "H", "H", "H", "H"], "positions_angstrom": [[9.471160, 4.626232, 15.481721], [10.600673, 6.829303, 17.473691], [10.042327, 7.445263, 16.160477], [8.833944, 6.783395, 15.600396], [7.558830, 7.063095, 16.331366], [6.705530, 5.847933, 16.565482], [7.466080, 4.596371, 16.918485], [7.931238, 4.289156, 18.321805], [8.950854, 5.408313, 18.748238], [10.097541, 5.494295, 17.814486], [11.681796, 6.758174, 17.194834], [10.557224, 7.569051, 18.311991], [9.841925, 8.461633, 16.421614], [10.787811, 7.533307, 15.380283], [8.733503, 7.053102, 14.556131], [7.838009, 7.423509, 17.291062], [6.998086, 7.792545, 15.757580], [5.962669, 6.144478, 17.328760], [6.207325, 5.620558, 15.598311], [6.918914, 3.800371, 16.558146], [7.078613, 4.513742, 19.109199], [8.227190, 3.256339, 18.415293], [8.432920, 6.405981, 18.822983], [9.422206, 5.142052, 19.723392], [10.934579, 4.922403, 18.011400], [8.739366, 5.311594, 6.904824], [8.632926, 5.192660, 8.347451], [7.417364, 5.263399, 8.988740], [7.376103, 5.583204, 10.373330], [6.019742, 5.829711, 11.031741], [8.595736, 5.529462, 11.132548], [9.799420, 5.238580, 10.492548], [11.070470, 5.117261, 11.303653], [9.757165, 5.054619, 9.134059], [8.587167, 5.810945, 12.584216], [8.230605, 6.983580, 13.002800], [8.780077, 4.828402, 13.372096], [9.564207, 4.800482, 6.467524], [8.739242, 6.359995, 6.644520], [7.766158, 5.013594, 6.456440], [6.585143, 5.300815, 8.295213], [5.363662, 6.539656, 10.466373], [6.243924, 6.203748, 12.089158], [5.456872, 4.861547, 11.014659], [11.882015, 4.862179, 10.627768], [11.096544, 4.282481, 12.084827], [11.368367, 6.058377, 11.831833], [10.665527, 4.677261, 8.662738], [14.643741, 4.619921, 13.535992], [14.216028, 5.507068, 14.746439], [14.896615, 4.959007, 15.961638], [14.459824, 7.031279, 14.533213], [12.819169, 5.211982, 14.981451], [11.629150, 4.997299, 15.114121], [15.746609, 4.562100, 13.624291], [14.355500, 4.979482, 12.604423], [14.215675, 3.581878, 13.657170], [15.995894, 5.101952, 15.857519], [14.676702, 3.895532, 16.131668], [14.706518, 5.471601, 16.869152], [15.477188, 7.267709, 14.153714], [14.328939, 7.499681, 15.530802], [13.706365, 7.553355, 13.896080]], "atomic_forces_ev_per_a": [[1.2, 0.9, 0.2], [1.5, 0.7, -0.5], [-0.8, 0.5, 0.5], [0.6, -0.2, -0.8], [1.3, -0.4, -0.5], [-0.4, -0.9, -0.4], [-0.4, -0.7, 0.0], [-2.0, 3.4, 1.3], [1.0, -1.0, 0.4], [0.4, 0.0, -1.5], [-0.7, -0.3, 0.8], [-0.3, -0.8, -0.5], [-0.6, 0.9, -0.1], [0.2, -0.6, -0.1], [-0.2, -0.3, 1.3], [0.2, 0.9, 0.6], [-0.1, 0.2, 0.2], [0.1, -0.5, -0.3], [0.0, -0.1, 0.8], [0.4, 0.5, 0.4], [1.2, -0.9, -1.7], [0.4, -0.1, -0.1], [0.7, -1.2, 0.0], [-1.0, 0.3, -0.3], [-1.0, 0.1, 0.5], [-2.0, -0.2, -0.8], [-1.6, 0.1, 0.0], [0.1, 1.0, 0.6], [-2.1, -0.7, -1.5], [0.8, 0.3, 0.8], [0.6, 0.3, -0.6], [0.0, 0.2, 1.6], [0.8, -0.7, 0.8], [2.8, -0.8, 0.8], [-1.9, 2.6, 2.8], [1.3, -2.8, -1.9], [0.5, -0.3, -0.4], [0.6, -0.3, -0.4], [0.5, 0.6, -0.1], [0.7, -0.2, 0.0], [-0.5, 0.0, 0.7], [0.8, -0.4, 0.5], [-1.0, -0.5, -1.5], [0.5, 0.6, 0.3], [0.2, 0.1, -0.1], [-0.5, 1.2, -1.0], [-0.5, -0.7, -0.5], [0.0, 0.3, 0.0], [0.9, -1.4, 2.3], [-0.4, -0.2, -1.2], [2.4, -0.6, 0.3], [-0.3, 0.4, 0.6], [-1.6, 0.5, -0.4], [-1.2, -0.2, 0.1], [-0.5, -0.1, -0.5], [-0.5, 0.9, -1.6], [0.6, 1.0, -0.1], [-0.5, -0.4, -0.1], [0.2, 0.3, -0.2], [-0.8, 0.7, 0.9], [-0.6, -0.3, 0.3], [0.3, -0.1, -0.5], [0.6, -0.8, 0.1]], "nbo_charge": [1.6541, -0.2690, -0.2552, -0.7327, -0.2366, -0.2461, -0.6377, -0.2462, -0.2462, -0.6774, 0.2524, 0.2232, 0.2205, 0.2392, 0.4776, 0.2019, 0.2475, 0.2387, 0.2254, 0.4201, 0.2308, 0.2424, 0.2170, 0.2450, 0.4275, -0.6666, 0.1479, -0.2606, 0.2052, -0.6858, 0.0813, -0.0412, -0.6662, -0.0263, 0.7669, -0.6685, -0.7685, 0.2552, 0.2808, 0.2556, 0.2476, 0.2772, 0.2475, 0.2733, 0.2392, 0.2593, 0.2477, 0.2385, -0.5764, -0.2163, -0.5953, -0.5944, 0.2171, -0.6820, 0.2280, 0.2089, 0.2169, 0.2283, 0.2252, 0.2144, 0.2411, 0.2126, 0.2162], "charge": 2, "gap_ev": [7.084, 4.523]}

***

Entry 2:
{"formula": "C22H35NO3P2PtS", "method": "wB97M-V/def2-TZVPD", "symbols": ["P", "P", "C", "C", "H", "H", "H", "H", "C", "H", "H", "H", "C", "H", "H", "H", "C", "H", "H", "H", "C", "H", "H", "H", "Pt", "C", "C", "C", "C", "C", "C", "C", "C", "C", "H", "H", "H", "H", "H", "H", "H", "H", "H", "H", "H", "H", "H", "H", "H", "O", "S", "O", "N", "C", "O", "C", "C", "C", "C", "C", "C", "H", "H", "H", "H"], "positions_angstrom": [[0.346892, -2.107729, -2.857413], [0.354071, 1.923927, -2.870443], [-0.180843, -0.751786, -3.972280], [0.650487, 0.540144, -4.033499], [-1.225389, -0.528723, -3.734750], [-0.213467, -1.209197, -4.970887], [1.723744, 0.299353, -4.020804], [0.497476, 0.969439, -5.038980], [-0.990683, 2.942473, -3.604562], [-1.387526, 3.608678, -2.826230], [-1.837344, 2.328066, -3.939864], [-0.642777, 3.570053, -4.434285], [1.805017, 3.006786, -2.978129], [1.763123, 3.608439, -3.903597], [2.726019, 2.409044, -2.975956], [1.829031, 3.682817, -2.112663], [-0.753380, -3.491172, -3.301756], [-0.662590, -4.294205, -2.553214], [-0.492636, -3.904505, -4.290320], [-1.799349, -3.144323, -3.324148], [2.044413, -2.533382, -3.370236], [2.656090, -1.627241, -3.505188], [2.042854, -3.075730, -4.335635], [2.540714, -3.180576, -2.631304], [2.517964, -0.869658, 1.877109], [-0.315269, 1.997103, -1.177198], [-1.725521, 1.926718, -0.808673], [-2.671698, 0.952384, -1.292117], [-2.707710, -0.319743, -0.363500], [-1.838175, -1.388327, -0.846724], [-0.454356, -1.516104, -1.199467], [0.680361, -0.463954, -0.790483], [0.428526, 0.936220, -0.244725], [1.608163, -2.653145, 1.931620], [0.001089, 3.004438, -0.826796], [-1.939695, 2.331480, 0.187595], [-2.459940, 0.598792, -2.341085], [-3.668167, 1.445377, -1.222535], [-2.488032, 0.017005, 0.658454], [-3.741773, -0.726038, -0.391224], [-2.384229, -2.329963, -0.994196], [-0.160300, -2.514068, -0.728178], [1.420362, -0.389669, -1.629893], [1.328693, -0.961192, 0.007269], [-0.067314, 0.851318, 0.749378], [1.450868, 1.301312, -0.019622], [1.913842, -2.947595, 2.943796], [1.981896, -3.297615, 1.123781], [0.529172, -2.426440, 1.846860], [2.858767, 1.954913, 4.620196], [2.382502, 0.618547, 4.839249], [3.192613, -0.414958, 5.409127], [1.561277, 0.039332, 3.352646], [0.187241, 0.080105, 3.417172], [-0.575716, -0.105502, 2.449381], [-0.266732, 0.377882, 4.803417], [-1.581737, 0.420649, 5.305755], [-1.801024, 0.566373, 6.680283], [-0.706883, 0.746149, 7.544794], [0.592343, 0.804104, 7.028235], [0.789534, 0.624469, 5.656272], [-2.443500, 0.352929, 4.631845], [-2.801287, 0.551165, 7.112924], [-0.869121, 0.817356, 8.622455], [1.449039, 0.967189, 7.662948]], "atomic_forces_ev_per_a": [[-1.2, 0.7, -1.6], [-1.9, 1.9, -0.8], [-0.2, -0.4, -0.9], [0.4, -0.7, -0.2], [0.0, -0.2, 0.2], [0.0, 0.4, -0.1], [-0.2, 0.2, 0.3], [-0.1, 0.3, 0.5], [0.0, 0.2, -0.5], [0.2, -0.2, -0.1], [0.3, 0.0, 0.1], [0.0, -0.3, 0.0], [0.4, -0.1, 0.1], [0.0, -0.4, 0.4], [-0.2, 0.2, 0.0], [-0.1, -0.2, -0.3], [0.3, -0.2, -0.7], [0.0, 0.3, -0.1], [-0.1, 0.1, 0.3], [0.5, 0.0, 0.2], [0.5, -0.5, -0.7], [-0.3, -0.3, 0.2], [0.0, 0.2, 0.3], [-0.2, 0.3, -0.1], [1.2, -0.3, -0.9], [1.8, -1.4, 2.4], [-0.4, 0.7, -0.5], [-1.2, -0.3, -0.5], [-0.7, 0.8, -0.9], [0.5, -1.6, -1.5], [1.1, -0.5, 4.7], [0.1, -0.9, 0.1], [0.5, 0.2, 0.4], [0.1, 0.2, -0.3], [0.4, -0.4, -0.5], [0.3, 0.0, -0.4], [-0.4, 0.5, 0.9], [0.3, -0.4, -0.4], [0.0, -0.1, -0.1], [0.5, 0.4, 0.2], [0.3, 0.1, 0.4], [0.0, 1.0, -0.2], [-0.4, 0.2, 0.2], [-0.8, 0.5, -0.6], [0.2, 0.2, -0.8], [-0.4, 0.1, 0.0], [-0.3, -0.6, -0.3], [-0.3, -0.3, 0.4], [0.4, -0.4, 0.1], [0.3, -0.3, 0.2], [-3.5, -1.4, -2.1], [0.4, 0.4, -0.1], [-0.1, 1.7, 2.1], [0.7, 0.2, -1.0], [0.6, 0.1, 1.4], [-0.6, 0.3, 0.6], [-0.1, -0.1, -0.1], [0.7, 0.2, 0.0], [0.1, -0.2, -0.3], [-0.3, 0.0, -0.4], [0.0, 0.3, 1.5], [0.5, -0.2, 0.1], [0.2, 0.0, -0.3], [0.1, 0.1, -0.4], [0.0, 0.0, 0.2]], "nbo_charge": [1.3228, 1.5576, -0.7499, -0.7230, 0.2567, 0.2371, 0.2528, 0.2638, -0.9555, 0.2685, 0.2619, 0.2393, -0.9595, 0.2612, 0.2629, 0.2729, -0.9700, 0.2592, 0.2327, 0.2673, -0.9697, 0.2398, 0.2350, 0.2676, 0.2124, -0.5890, -0.1088, -0.4820, -0.4135, -0.4275, -0.4380, -0.4749, -0.4435, -0.8854, 0.2647, 0.2090, 0.1819, 0.2246, 0.2209, 0.2092, 0.1834, 0.1913, 0.1417, 0.2852, 0.2988, 0.2215, 0.2078, 0.1817, 0.2076, -0.9154, 2.2611, -0.9039, -0.9329, 0.6346, -0.6706, -0.1562, -0.1660, -0.2113, -0.2036, -0.2205, -0.2148, 0.2308, 0.2158, 0.2159, 0.2262], "multiplicity": 3, "gap_ev": [4.649, 5.101], "s2": 2.0320}

***

Entry 3:
{"formula": "C22H36Al2Br2Cl4I2N2O14PS", "method": "wB97M-V/def2-TZVPD", "symbols": ["C", "C", "O", "O", "C", "C", "C", "C", "C", "C", "C", "Br", "O", "S", "O", "O", "O", "C", "C", "I", "C", "C", "I", "P", "N", "O", "H", "H", "H", "H", "H", "H", "H", "H", "H", "H", "H", "H", "H", "H", "H", "H", "H", "H", "H", "H", "H", "C", "O", "O", "O", "Al", "O", "C", "O", "C", "C", "C", "H", "H", "H", "H", "H", "H", "O", "H", "H", "C", "C", "O", "N", "C", "H", "H", "H", "H", "H", "H", "H", "C", "Cl", "Cl", "Cl", "Cl", "Br", "Al"], "positions_angstrom": [[-1.045877, -7.490216, -0.707525], [0.436035, -7.433704, -0.521683], [1.219730, -7.796054, -1.374683], [0.841345, -6.925026, 0.673914], [1.938177, -6.006926, 0.566990], [1.879357, -5.004349, 1.704086], [2.300610, -3.627469, 1.204679], [2.213001, -2.573163, 2.309031], [0.790158, -2.015791, 2.508511], [0.625382, -0.500020, 2.356868], [1.135492, 0.139977, 1.072912], [0.423045, -0.885782, -0.410165], [2.548954, 0.317557, 1.070557], [2.938705, 1.562437, 1.981266], [4.006519, 2.205881, 1.318538], [3.044834, 1.316284, 3.361114], [1.503114, 2.331613, 1.803378], [0.706549, 1.613562, 0.837586], [-0.773768, 1.934972, 0.876728], [-1.864474, 1.920751, -0.951209], [-1.430232, 2.226988, 2.007768], [-0.800502, 2.368464, 3.362516], [-3.533104, 2.556494, 1.950727], [1.403383, 2.383769, -0.850236], [2.348098, 1.230763, -1.624957], [2.529879, 3.575610, -0.365650], [-1.356996, -8.473296, -1.011841], [-1.543319, -7.188033, 0.206539], [-1.356411, -6.815434, -1.493787], [1.865488, -5.496017, -0.388041], [2.884608, -6.534181, 0.567533], [0.846773, -4.939069, 2.037933], [2.528255, -5.307240, 2.514524], [3.334052, -3.687096, 0.870114], [1.711288, -3.362392, 0.333007], [2.963940, -1.803458, 2.188503], [2.478463, -3.104190, 3.216160], [0.504726, -2.220852, 3.534592], [0.070965, -2.560373, 1.909354], [-0.439727, -0.294298, 2.377026], [1.096335, -0.037726, 3.216021], [-1.527363, 2.709672, 4.075587], [-0.404608, 1.441221, 3.745318], [-0.028922, 3.121749, 3.317828], [1.914591, 1.015315, -2.518269], [3.294484, 1.531266, -1.839759], [3.454566, 3.303743, -0.474332], [-2.717728, 0.487237, 6.444998], [-3.188737, 0.189633, 7.518921], [-2.724327, 1.745032, 5.954154], [-2.415298, -0.350722, 5.510416], [0.879559, 4.976992, 0.010279], [-0.561658, 6.853210, -2.625682], [0.199013, 7.760516, -2.592223], [0.939897, 8.101599, -1.544466], [1.709697, 9.336380, -1.793008], [1.819221, 9.450334, -3.305027], [0.516881, 8.782919, -3.720662], [1.157988, 10.161772, -1.348891], [2.677252, 9.252453, -1.309691], [1.946668, 10.472251, -3.653918], [2.658873, 8.863755, -3.677299], [-0.359425, 9.539111, -3.721850], [0.635819, 8.219625, -4.677023], [0.973591, 7.600029, 2.849767], [1.873238, 7.275421, 2.964078], [0.688009, 7.297006, 1.984557], [-1.808809, -10.832356, -3.541360], [-2.975948, -9.996724, -3.085121], [-2.835095, -8.863040, -2.639810], [-4.220134, -10.534665, -3.178318], [-4.594978, -11.842411, -3.675509], [-0.896590, -10.261185, -3.401304], [-1.742542, -11.749586, -2.955867], [-1.906489, -11.084051, -4.597351], [-4.951624, -9.919247, -2.854120], [-5.274838, -11.733590, -4.522585], [-5.109439, -12.397947, -2.888691], [-3.723809, -12.403035, -3.991667], [-1.963221, 11.237736, -1.509961], [-1.170417, 10.836580, 0.015550], [-2.558620, 9.740606, -2.269369], [-3.298162, 12.324251, -1.225764], [-0.786777, 12.006289, -2.601022], [-0.546642, 9.555966, -5.643317], [-4.019993, 1.175924, 4.753082]], "atomic_forces_ev_per_a": [[0.1, 0.2, 0.9], [0.7, -0.8, -1.1], [-0.4, 0.6, 0.8], [-0.4, 0.6, -0.2], [0.2, -0.3, 0.1], [-0.3, 0.3, -0.7], [0.6, 0.0, 0.2], [-0.4, -0.5, 0.0], [0.5, 0.1, 0.3], [-0.2, -0.4, -0.2], [-1.1, 0.2, 0.0], [0.4, -0.1, -0.1], [0.3, -0.3, 0.2], [0.1, -0.1, 0.6], [0.1, 0.4, -0.6], [-0.1, -0.4, 0.2], [0.0, 0.1, 0.1], [1.0, 0.1, -0.9], [-0.7, 0.1, 0.1], [0.3, -0.1, 0.2], [0.6, -0.2, -0.1], [-0.6, 0.4, 0.0], [-0.1, -0.5, 1.0], [-0.7, 0.4, -0.4], [0.0, 0.8, -0.3], [-0.8, -0.7, -0.6], [-0.1, -0.3, -0.1], [-0.2, -0.1, 0.1], [0.1, 0.1, -0.3], [-0.1, 0.1, -0.2], [0.2, -0.2, 0.0], [-0.1, -0.2, 0.3], [0.0, -0.1, 0.4], [0.2, 0.0, -0.1], [-0.2, 0.1, -0.2], [0.0, 0.3, -0.1], [0.2, 0.1, 0.3], [-0.2, 0.0, 0.2], [-0.1, 0.0, -0.3], [-0.3, 0.1, 0.1], [0.1, 0.3, 0.1], [-0.2, 0.2, 0.4], [0.2, -0.3, 0.0], [0.3, 0.1, 0.1], [0.0, -0.3, 0.0], [0.2, -0.2, 0.3], [0.4, 0.2, 0.7], [-0.7, -1.2, 1.6], [0.9, 0.3, 0.0], [-2.3, 1.3, -1.5], [-1.2, -0.1, -1.6], [0.2, -0.1, -0.2], [0.2, -0.1, -0.2], [-1.1, -0.2, 0.5], [0.4, 0.4, -0.5], [0.1, 0.3, 0.1], [0.0, 0.1, -0.1], [0.7, 0.7, -1.8], [-0.1, -0.1, 0.0], [0.0, -0.2, 0.1], [-0.1, 0.1, 0.1], [0.0, 0.0, -0.1], [-0.2, 0.1, 0.7], [0.4, -0.7, 0.5], [0.0, -0.1, 0.0], [0.0, 0.1, 0.1], [0.0, 0.1, -0.1], [0.0, 0.1, 0.0], [-0.1, 0.1, 0.0], [-0.1, -0.1, -0.1], [0.2, 0.0, 0.0], [-0.2, 0.2, 0.1], [0.0, 0.1, 0.0], [0.0, -0.1, -0.1], [0.0, -0.1, 0.0], [0.0, 0.0, 0.0], [0.0, -0.1, 0.0], [0.0, -0.1, -0.1], [0.0, 0.0, 0.0], [-0.2, 0.2, 0.2], [0.0, 0.0, 0.0], [0.0, -0.1, -0.1], [0.1, -0.1, -0.1], [0.1, -0.1, -0.1], [0.0, -0.1, 0.6], [3.4, 0.1, 0.5]], "mulliken_charge": [-0.8078, 0.7220, -0.5454, -0.3227, -0.6820, -0.3973, -0.6344, -0.8688, -1.6875, -0.8012, 1.0743, 0.0401, -0.3062, 0.9818, -0.6609, -0.5551, -0.1864, 0.3628, -1.0539, 0.2836, 0.4613, -1.1545, 0.3210, 0.4735, -0.4670, -0.5819, 0.1485, 0.3395, 0.2599, 0.3968, 0.2554, 0.3110, 0.3084, 0.4577, 0.2016, 0.3966, 0.5395, 0.4234, 0.7446, 0.3920, 0.4413, 0.7317, 0.1797, 0.1673, 0.3158, 0.2743, 0.3709, 0.8289, -0.4159, -0.3095, -0.3946, 0.6945, -0.5383, 0.5923, -0.1695, -0.3074, -0.3169, 0.1999, 0.1029, 0.3993, 0.3197, 0.3236, -0.1600, 0.2684, -0.5781, 0.3365, 0.2156, -1.3201, 0.8061, -0.6311, -0.1498, -0.8056, 0.2655, 0.3841, 0.4096, 0.2483, 0.2906, 0.2900, 0.3193, 0.4057, -0.0715, -0.0867, -0.0346, -0.0761, 0.3015, 0.7002], "charge": 3, "gap_ev": 0.716}